(1)
{"formula": "C35H19BrF15GeN6SSbSe4V", "method": "ωB97M-V/def2-TZVPD", "total_charge": -2, "e_homo_ev": [-2.363, -2.644], "orbital_gap_ev": [5.95, 6.22], "multiplicity": 2, "elements": ["V", "Br", "C", "C", "C", "C", "C", "C", "N", "C", "C", "C", "C", "C", "C", "N", "H", "H", "H", "H", "H", "H", "H", "H", "H", "F", "C", "C", "C", "F", "C", "F", "C", "F", "C", "F", "Ge", "S", "C", "C", "F", "C", "F", "C", "F", "C", "F", "C", "F", "C", "C", "F", "C", "F", "C", "F", "C", "F", "C", "F", "C", "C", "C", "C", "N", "C", "N", "N", "N", "H", "H", "H", "H", "H", "H", "H", "H", "H", "H", "Se", "Sb", "Se", "Se", "Se"], "xyz": [[0.10206, -0.44479, -1.18352], [4.34753, -3.78584, 4.05229], [3.19491, -2.67453, 3.02318], [3.59433, -2.24494, 1.76704], [2.74217, -1.44876, 1.02764], [1.49550, -1.06311, 1.52927], [1.13189, -1.48152, 2.81229], [1.97579, -2.29537, 3.55341], [0.69504, -0.26339, 0.71110], [-0.53431, 0.15250, 1.09520], [-1.25479, 1.09396, 0.30974], [-2.48691, 1.68151, 0.69297], [-3.01484, 2.66010, -0.10001], [-2.36959, 3.04160, -1.29539], [-1.24956, 2.35139, -1.67502], [-0.71134, 1.39284, -0.90508], [4.56287, -2.50602, 1.36427], [3.04550, -1.10969, 0.04454], [0.18763, -1.18337, 3.25082], [1.68329, -2.62865, 4.54058], [-1.03220, -0.24783, 1.97358], [-2.96710, 1.36641, 1.60996], [-3.93786, 3.14805, 0.18974], [-2.75685, 3.83236, -1.92094], [-0.75461, 2.52771, -2.62041], [-4.05984, -4.32690, 0.01967], [-4.44361, -3.20446, -0.61288], [-3.50459, -2.27799, -1.03265], [-4.01055, -1.13782, -1.63104], [-3.19634, -0.15400, -2.02988], [-5.36758, -0.92955, -1.82783], [-5.81887, 0.18929, -2.40970], [-6.26649, -1.88845, -1.40658], [-7.58098, -1.70551, -1.58324], [-5.80306, -3.03587, -0.78852], [-6.67981, -3.95966, -0.36615], [-1.53073, -2.43245, -0.65034], [-0.10614, -1.36305, -3.30979], [-0.98647, -4.11518, -1.60591], [0.37791, -4.36872, -1.59299], [1.18104, -3.59538, -0.84962], [0.97281, -5.39200, -2.30239], [2.28921, -5.60955, -2.24443], [0.17852, -6.20691, -3.08978], [0.72536, -7.20977, -3.78701], [-1.18049, -5.98069, -3.15126], [-1.94941, -6.76562, -3.92278], [-1.73699, -4.94515, -2.41582], [-3.06209, -4.77745, -2.56589], [-1.66092, -3.07066, 1.28335], [-2.47150, -2.40908, 2.19507], [-3.26989, -1.39455, 1.80304], [-2.50569, -2.70207, 3.54672], [-3.30647, -2.02414, 4.38235], [-1.69603, -3.70936, 4.03930], [-1.70679, -4.00762, 5.34400], [-0.87192, -4.39658, 3.17088], [-0.07744, -5.36479, 3.64227], [-0.87086, -4.06564, 1.82541], [-0.03002, -4.76659, 1.04664], [4.13206, 6.65456, 1.55195], [2.96920, 6.71561, 0.56589], [3.44288, 7.23711, -0.78825], [2.35270, 5.31955, 0.44524], [1.34221, 5.25801, -0.59842], [1.39712, 4.69919, -1.81134], [0.30946, 5.02367, -2.47050], [-0.41760, 5.78236, -1.62347], [0.19639, 5.93944, -0.50618], [4.45223, 7.65989, 1.83253], [4.97979, 6.14664, 1.09059], [3.86302, 6.11704, 2.46389], [2.19661, 7.38579, 0.95563], [4.16013, 6.54070, -1.23060], [3.93735, 8.20338, -0.66861], [2.61486, 7.37106, -1.48541], [1.88276, 5.02160, 1.38225], [3.12020, 4.58698, 0.18255], [2.21624, 4.08867, -2.15818], [6.38658, -0.35512, -0.51942], [4.97144, 1.29437, -1.50851], [1.79935, -0.26897, -2.92118], [6.44403, 3.14312, -2.64823], [5.58919, 3.66872, -0.50171]], "atomic_forces_ev_per_a": [[-0.772, 0.536, 0.701], [0.010, -0.011, 0.009], [-0.028, 0.008, 0.024], [-0.011, 0.002, -0.012], [0.003, -0.026, 0.054], [0.111, 0.099, 0.094], [-0.030, 0.031, -0.008], [0.042, -0.033, -0.002], [0.147, -0.377, -0.663], [-0.357, 0.199, -0.268], [0.390, -0.380, 0.246], [-0.289, 0.153, -0.082], [-0.015, -0.159, 0.249], [0.242, -0.101, -0.224], [-0.271, 0.332, -0.149], [0.377, -0.665, -0.119], [0.018, 0.002, -0.014], [-0.002, -0.011, -0.028], [0.033, -0.003, -0.015], [-0.001, -0.003, 0.008], [0.039, 0.042, -0.075], [-0.004, -0.007, 0.005], [0.009, 0.004, 0.013], [0.030, -0.009, 0.016], [0.011, 0.023, 0.003], [0.032, -0.002, -0.050], [0.027, -0.010, 0.052], [0.035, 0.031, 0.084], [0.022, 0.064, 0.025], [-0.012, -0.073, -0.043], [-0.019, 0.020, -0.021], [0.014, -0.031, 0.012], [-0.014, 0.010, 0.008], [0.024, -0.007, -0.001], [-0.038, -0.003, -0.018], [0.014, 0.012, -0.008], [0.053, 0.109, 0.026], [0.265, 0.109, 0.342], [-0.026, -0.017, -0.076], [0.042, -0.001, 0.019], [0.046, 0.050, -0.187], [-0.003, 0.019, 0.007], [-0.014, 0.004, 0.002], [-0.008, -0.009, -0.004], [-0.003, 0.000, -0.003], [0.036, -0.011, 0.013], [-0.009, -0.003, -0.007], [0.119, 0.038, -0.019], [-0.115, 0.041, 0.043], [-0.114, 0.215, -0.018], [0.091, -0.033, 0.047], [-0.038, -0.016, -0.139], [0.030, -0.056, -0.016], [0.005, -0.004, -0.010], [0.008, 0.009, -0.006], [-0.004, 0.006, -0.030], [0.038, -0.065, 0.031], [-0.042, 0.045, -0.024], [0.139, -0.131, -0.097], [-0.168, -0.045, 0.365], [-0.035, 0.056, 0.009], [-0.016, -0.025, -0.033], [0.004, -0.009, 0.021], [0.002, -0.028, -0.005], [0.021, -0.015, 0.000], [0.048, 0.064, -0.010], [-0.061, -0.066, 0.002], [0.061, 0.130, -0.084], [-0.023, -0.037, 0.026], [0.003, -0.002, -0.005], [0.028, -0.073, 0.050], [0.005, 0.012, 0.011], [-0.008, -0.005, -0.011], [-0.001, -0.006, 0.001], [0.002, -0.001, 0.004], [-0.014, 0.001, -0.009], [0.013, -0.014, 0.017], [-0.054, 0.059, -0.005], [-0.010, 0.002, 0.005], [0.038, 0.025, 0.000], [-0.051, -0.002, 0.035], [-0.105, 0.076, -0.044], [0.011, -0.012, -0.071], [0.046, -0.044, 0.034]], "mulliken_charge": [-0.220, -0.272, -0.172, -0.562, 0.151, 0.424, -0.593, -0.629, 0.262, 0.112, 0.778, -0.706, -0.533, -0.755, -0.708, -0.163, 0.467, 0.151, 0.387, 0.486, -0.028, 0.483, 0.419, 0.437, 0.616, -0.413, 0.396, -0.573, -0.227, -0.317, -0.008, -0.331, 0.706, -0.336, 0.187, -0.333, 2.798, -0.453, -0.041, -0.588, -0.050, -0.301, -0.309, 0.690, -0.335, 0.098, -0.327, 0.370, -0.297, -0.418, 0.135, -0.426, 0.240, -0.362, 0.828, -0.363, 0.128, -0.394, 0.453, -0.372, -1.394, 0.883, -1.266, -0.848, 0.917, -0.072, -0.406, -0.505, -0.377, 0.426, 0.192, 0.364, 0.217, 0.222, 0.409, 0.337, 0.327, -0.038, 0.574, -0.702, 0.625, -0.346, -0.466, -0.363]}

(2)
{"formula": "C35H20ClIN6O9SSeTi", "method": "ωB97M-V/def2-TZVPD", "total_charge": -1, "e_homo_ev": [-4.515, -5.178], "orbital_gap_ev": [5.55, 6.22], "multiplicity": 2, "elements": ["Ti", "O", "C", "C", "C", "N", "C", "C", "C", "O", "O", "C", "O", "O", "H", "H", "H", "Se", "N", "C", "C", "C", "C", "C", "N", "C", "C", "N", "C", "C", "C", "C", "C", "N", "H", "H", "H", "H", "H", "H", "Cl", "C", "C", "C", "I", "C", "O", "C", "N", "C", "C", "C", "C", "H", "H", "H", "H", "C", "C", "C", "C", "C", "C", "C", "S", "O", "O", "O", "H", "H", "H", "H", "H", "H", "H"], "xyz": [[-0.29081, -0.68531, -0.43069], [4.55211, -4.25943, 0.67922], [3.55934, -3.45197, 0.22386], [2.50592, -3.94611, -0.54256], [1.52914, -3.05827, -0.94601], [1.59745, -1.77223, -0.63449], [2.59444, -1.29453, 0.09810], [3.62008, -2.09915, 0.55000], [2.41912, 0.19845, 0.34332], [3.30951, 0.85964, 0.85249], [1.29960, 0.62111, -0.12633], [0.27958, -3.40439, -1.75542], [0.19839, -4.51477, -2.26571], [-0.53875, -2.43073, -1.82284], [4.36784, -5.16416, 0.40531], [2.42237, -4.98980, -0.81983], [4.42273, -1.69214, 1.14714], [-4.72785, 1.39091, -6.48259], [-5.09108, 0.78427, -4.84022], [-3.95037, 0.59842, -4.23448], [-3.82795, 0.08665, -2.88109], [-4.92265, -0.23340, -2.07965], [-4.69824, -0.69996, -0.80324], [-3.38721, -0.85220, -0.35750], [-2.34501, -0.56956, -1.11799], [-2.54912, -0.08329, -2.34982], [-1.36025, 0.29548, -3.09370], [-0.18699, 0.15899, -2.45106], [0.92776, 0.47015, -3.09325], [0.93401, 0.93803, -4.40514], [-0.26535, 1.10420, -5.06606], [-1.44585, 0.78059, -4.40202], [-2.76282, 0.93432, -4.99638], [-2.96106, 1.38463, -6.20497], [-5.92229, -0.10015, -2.46994], [-5.51515, -0.94898, -0.14198], [-3.16270, -1.20429, 0.64013], [1.84109, 0.35567, -2.52451], [1.87508, 1.17312, -4.88128], [-0.31191, 1.48078, -6.07874], [-1.51555, -2.85682, 6.63075], [-1.23450, -2.63287, 4.92184], [-2.04140, -3.26873, 4.02606], [-1.84687, -3.09211, 2.64589], [-3.06780, -4.10315, 1.29504], [-0.85382, -2.27036, 2.13643], [-0.67199, -2.07184, 0.87444], [0.03771, -1.65281, 3.09744], [1.07381, -0.95133, 2.58905], [1.89272, -0.35068, 3.41293], [1.75028, -0.40386, 4.81406], [0.73173, -1.14093, 5.34845], [-0.16332, -1.81062, 4.48713], [-2.84077, -3.90582, 4.37725], [2.70973, 0.20161, 2.95837], [2.45289, 0.12166, 5.44679], [0.59939, -1.22391, 6.41855], [3.58472, 5.15843, 0.68449], [2.28676, 4.40321, 0.73253], [1.48941, 4.29492, -0.40170], [0.30060, 3.58399, -0.37114], [-0.09930, 2.97831, 0.80535], [0.66736, 3.09292, 1.95183], [1.85680, 3.79905, 1.90898], [-1.57396, 1.99870, 0.85728], [-2.25606, 2.21224, -0.40701], [-2.27912, 2.37902, 2.05704], [-1.10191, 0.58074, 0.97376], [4.14353, 4.91518, -0.21978], [4.20968, 4.91412, 1.54250], [3.41390, 6.23763, 0.68840], [1.81373, 4.75793, -1.32748], [-0.31428, 3.47516, -1.25470], [0.33838, 2.60858, 2.86235], [2.47536, 3.86186, 2.79676]], "atomic_forces_ev_per_a": [[1.326, -0.699, -0.346], [0.038, -0.008, 0.014], [-0.053, 0.080, -0.014], [-0.042, 0.062, -0.055], [-0.008, -0.046, -0.045], [-0.104, -0.087, 0.114], [0.097, -0.007, -0.038], [-0.021, 0.040, -0.088], [0.134, -0.065, -0.411], [0.050, -0.056, 0.099], [-0.003, 0.061, 0.136], [0.110, -0.058, 0.018], [-0.010, -0.027, 0.013], [-0.119, 0.230, 0.159], [-0.003, -0.002, 0.001], [-0.012, -0.006, -0.006], [0.013, 0.004, 0.007], [0.104, 0.051, 0.186], [0.021, -0.097, -0.040], [-0.106, 0.117, -0.203], [0.174, -0.080, 0.280], [0.056, -0.052, 0.104], [0.012, 0.011, -0.074], [-0.021, -0.020, 0.044], [-0.361, 0.236, -0.440], [-0.425, -0.105, 0.166], [0.322, 0.037, -0.344], [-0.434, 0.499, -0.359], [0.077, 0.084, -0.001], [-0.055, -0.023, 0.013], [0.070, -0.017, 0.081], [0.233, -0.081, 0.252], [-0.199, 0.098, -0.167], [0.001, -0.106, -0.004], [-0.016, 0.001, -0.002], [-0.003, -0.002, 0.011], [-0.029, 0.062, -0.035], [-0.008, 0.015, -0.013], [0.003, 0.007, 0.002], [0.003, -0.001, -0.015], [-0.014, -0.010, 0.052], [-0.027, -0.039, -0.077], [0.046, 0.049, 0.092], [0.025, 0.051, -0.038], [-0.011, -0.123, 0.032], [0.032, 0.147, -0.003], [-0.333, -0.502, 0.562], [-0.053, -0.101, 0.022], [-0.048, 0.121, 0.060], [0.052, 0.015, 0.096], [-0.074, -0.076, 0.025], [0.045, 0.042, -0.021], [-0.030, -0.018, -0.043], [-0.004, -0.005, 0.018], [-0.012, 0.022, 0.040], [0.001, 0.012, 0.004], [0.002, 0.007, 0.006], [0.041, 0.024, -0.002], [-0.041, -0.024, 0.002], [0.001, -0.012, 0.008], [0.001, 0.004, -0.053], [-0.074, -0.007, 0.044], [0.027, -0.031, 0.034], [-0.016, -0.010, -0.008], [-0.165, 0.126, 0.084], [0.006, 0.068, -0.004], [-0.017, -0.013, -0.107], [-0.204, 0.200, 0.167], [0.012, 0.000, -0.010], [0.015, 0.000, 0.010], [0.005, 0.014, 0.000], [0.004, 0.006, -0.009], [-0.008, 0.009, -0.003], [0.000, -0.001, 0.011], [0.004, 0.002, 0.004]], "mulliken_charge": [-0.426, -0.561, 0.980, -0.584, 0.163, 0.790, 0.394, -0.999, 0.145, -0.795, 0.148, -0.136, -0.822, -0.322, 0.301, 0.416, 0.603, 0.184, -0.907, 0.857, 0.588, -0.706, -1.479, -0.353, 0.973, -0.185, -0.211, 0.892, -0.248, -1.092, -0.628, 0.388, 0.831, -0.903, 0.534, 0.487, 0.637, 0.397, 0.461, 0.531, -0.311, 0.625, -0.490, -0.016, 0.000, -0.221, 0.175, -0.199, 0.523, -0.277, -1.131, -0.942, -0.026, 0.435, 0.417, 0.436, 0.389, -1.619, 1.186, -0.757, -0.217, -0.428, -0.455, -0.770, 1.492, -0.764, -0.825, -0.196, 0.360, 0.353, 0.337, 0.352, 0.491, 0.455, 0.272]}